DFT (ωB97M-V/def2-TZVPD) results for a 2-piece molecular cluster, C10H16 overall at a distorted geometry.

The LUMO energy is 0.940 eV. The value obtained for the frontier orbital gap is 9.8 eV. As for the HOMO energy: -8.85 eV. Its energy relative to the best compared isomer or geometry (same formula, charge and spin) is 248.0 kJ/mol. For the total energy, the calculation gives -390.541433 Eh.

Geometry as XYZ:
```
26
Properties=species:S:1:pos:R:3:forces:R:3:mulliken_charge:R:1
C 1.04064 3.67694 3.25138 0.267 1.352 3.823 -0.958
C 0.64153 -1.01801 -0.40610 -0.924 0.140 -0.512 -0.418
C -0.65168 -0.68549 -0.74037 -1.828 0.171 0.064 -0.204
C -1.24569 -2.97820 -1.10086 1.016 -0.861 -1.994 -0.516
C 0.96357 -2.31399 -0.71954 4.848 -3.324 -0.980 -0.211
C -2.92331 -1.09657 -1.95170 2.189 -1.191 0.367 -0.985
C 1.36778 4.13708 1.85967 1.496 1.093 -1.021 -0.111
C -1.57814 -1.66489 -1.21952 -1.117 3.051 -0.158 0.489
C 1.75928 2.92772 1.00211 2.039 0.004 -0.469 -1.050
C 0.11088 -3.36465 -1.04005 -2.267 3.639 1.669 -0.550
H -3.77193 -1.42631 -1.27226 0.621 0.771 -1.371 0.284
H 2.33494 4.74974 1.96309 -1.661 -0.297 -0.476 0.182
H -1.83848 -3.74611 -1.53998 -1.176 -0.417 0.164 0.311
H 2.08833 -2.61167 -0.91186 -1.956 0.837 1.140 0.168
H 1.06853 2.11646 1.19686 -0.404 -0.167 -0.829 0.179
H -1.08190 0.32191 -0.62859 0.629 -0.306 -0.103 0.285
H -2.88687 -1.63833 -2.99412 -0.636 1.204 2.009 0.260
H 1.36707 -0.31127 -0.01709 -0.080 -0.081 -0.262 0.354
H -2.77488 0.05012 -2.08724 -0.666 -2.159 0.314 0.302
H 0.22781 -4.39497 -1.09965 1.361 -1.453 -0.342 0.427
H 1.94245 3.85213 4.00201 -1.479 -0.586 -1.697 0.234
H 2.07391 3.15016 -0.06257 -1.357 -0.186 0.871 0.366
H 0.24218 4.28620 3.82703 0.898 -0.954 -1.311 0.261
H 0.78935 2.61657 3.34635 -0.136 0.164 -0.177 0.288
H 2.74486 2.50763 1.32316 -0.629 0.328 0.464 0.322
H 0.56545 4.75803 1.34475 0.953 -0.772 0.814 0.293
```
Forces are in eV/Å.